15
Properties=species:S:1:pos:R:3:forces:R:3:mulliken_charge:R:1 method="wB97M-V/def2-TZVPD" molar_mass_g_mol=120.173 lumo_ha=0.028 orbital_gap_ev=10.82 e_above_lowest_ev=3.7918 total_energy_ev=-19204.6064 smiles="C[C@@H]1[C@@H](C)S1(=O)=O"
C -1.6588 0.4747 -0.7499 1.91 2.11 -1.70 -1.11
C -0.6022 0.6433 0.2861 1.78 0.16 0.02 -0.04
C 0.2879 -0.8220 0.5249 -0.86 3.45 1.36 -0.16
C 1.7820 -0.5636 0.6386 1.87 -0.21 -0.27 -1.11
S -1.0147 -0.3308 1.7234 3.50 -0.88 -0.20 0.96
O -0.5709 0.0288 3.0293 0.69 1.07 0.29 -0.63
O -2.1339 -1.1983 1.7026 -1.69 -0.29 -1.08 -0.57
H -1.1234 0.5345 -1.7671 -1.01 -0.13 1.28 0.29
H -2.3171 1.3555 -0.6387 -0.35 -0.93 -0.36 0.31
H -2.0218 -0.4932 -0.5846 -1.55 -1.06 -0.33 0.38
H 0.0106 1.6643 0.1399 -1.31 -2.43 1.29 0.41
H 0.0167 -1.4796 -0.2611 -0.38 -0.81 -0.39 0.41
H 2.2380 -0.0131 1.4960 -1.32 0.11 -0.36 0.30
H 2.0499 0.0458 -0.2999 0.01 -1.14 1.26 0.26
H 2.4384 -1.5024 0.7367 -1.29 0.98 -0.80 0.31



20
Properties=species:S:1:pos:R:3:forces:R:3:mulliken_charge:R:1 method="wB97M-V/def2-TZVPD" molar_mass_g_mol=103.165 lumo_ha=0.030 orbital_gap_ev=9.20 e_above_lowest_ev=2.1105 total_energy_ev=-8931.9003
C -2.2217 -0.9332 0.7660 1.85 0.52 -0.46 -1.21
C -0.6877 -0.7384 0.7105 -0.66 -0.80 0.80 -0.27
C 0.1107 0.2794 0.3619 0.00 -0.07 -0.76 0.61
C -0.3973 1.5375 -0.3679 1.33 0.11 0.82 -1.36
N 1.5501 0.0380 0.2697 -0.45 -1.02 -0.78 -0.34
C 2.5366 0.3806 1.3091 -1.61 1.09 -0.17 -0.83
H -2.7254 0.0049 0.6255 -0.48 0.43 0.51 0.29
H -2.5862 -1.5653 -0.0411 0.20 -0.37 0.04 0.30
H -2.3375 -1.4208 1.7360 -0.82 0.28 -0.15 0.32
H -0.2661 -1.6454 1.1914 0.50 0.69 -0.59 0.30
H -0.2319 2.4885 0.1519 0.47 -0.24 0.20 0.34
H -1.4301 1.5813 -0.5654 -1.47 -0.59 -0.10 0.39
H 0.0999 1.6345 -1.3291 0.28 -0.07 -0.08 0.32
H 1.6406 -0.9662 0.0419 0.05 0.92 0.30 0.28
H 2.6400 1.4883 1.3490 -0.26 -0.61 0.28 0.24
H 2.1625 -0.0145 2.2880 1.04 0.25 -0.45 0.29
H 3.5003 0.0543 0.9276 0.04 -0.51 0.55 0.34
O -0.6275 -1.0695 -2.9067 0.88 1.75 -0.39 -0.59
H -0.1903 -0.2166 -2.6607 -0.51 -1.04 0.66 0.28
H -0.5391 -0.9175 -3.8577 -0.38 -0.74 -0.21 0.30



7
Properties=species:S:1:pos:R:3:forces:R:3:mulliken_charge:R:1 method="wB97M-V/def2-TZVPD" molar_mass_g_mol=140.939 lumo_ha=0.008 orbital_gap_ev=10.81 e_above_lowest_ev=0.0000 total_energy_ev=-76912.7128 smiles="O=C[C@H](F)Br"
O 2.0560 0.2930 0.5394 -0.36 -0.51 -0.74 -0.41
C 1.1136 -0.0920 -0.1074 0.37 0.77 3.34 -0.05
C 0.0063 -0.9362 0.5554 0.56 -0.50 -1.55 0.15
F 0.3147 -1.6214 1.6455 0.82 0.10 0.95 -0.19
Br -0.3834 -2.1583 -0.8483 -0.35 -1.47 -1.23 -0.13
H 0.9192 0.2080 -1.1083 -0.16 0.18 -1.26 0.37
H -0.9521 -0.5172 0.6592 -0.86 1.44 0.49 0.27



9
Properties=species:S:1:pos:R:3:forces:R:3:mulliken_charge:R:1 method="wB97M-V/def2-TZVPD" molar_mass_g_mol=85.062 lumo_ha=0.018 orbital_gap_ev=10.74 e_above_lowest_ev=3.8347 total_energy_ev=-8741.2964 smiles="O=C1CC=NO1"
O 1.1649 0.0564 1.7044 -1.41 -1.72 -4.35 -0.57
C 0.5226 -0.0994 0.6443 -0.33 1.49 3.61 0.51
C 0.3328 -0.9435 -0.6282 4.68 -2.26 3.27 -0.39
C -0.5510 -0.2285 -1.4302 -1.95 -1.91 -3.24 0.05
N -1.1253 0.6265 -0.7076 -2.14 2.48 -2.54 -0.31
O -0.5309 0.8088 0.4792 0.72 -0.56 1.02 -0.15
H 1.2994 -1.0495 -0.9997 2.40 0.84 -1.36 0.26
H 0.4264 -2.0282 -0.4468 -1.81 0.02 0.30 0.33
H -0.7478 -0.6009 -2.5837 -0.15 1.62 3.30 0.27



85
Properties=species:S:1:pos:R:3:forces:R:3:mulliken_charge:R:1 method="wB97M-V/def2-TZVPD" molar_mass_g_mol=975.754 lumo_ha=0.055 orbital_gap_ev=10.28 total_charge=-1 e_above_lowest_ev=6.3732 total_energy_ev=-160915.1203
P 0.1761 0.0814 0.7899 0.20 -1.98 0.72 1.21
F -0.0173 -0.0326 -0.7993 2.07 -0.36 -1.47 -0.36
F -0.3142 -1.4369 1.1110 0.32 -0.97 -1.19 -0.37
F 1.7623 -0.4566 0.5771 -1.29 0.81 0.32 -0.40
F 0.3620 0.1312 2.3968 -0.21 0.29 0.52 -0.38
F 0.5696 1.6126 0.8674 0.56 0.85 -1.49 -0.36
F -1.3793 0.4358 0.6204 -1.61 1.26 2.46 -0.37
O 6.4945 2.2592 -1.9273 -3.08 1.33 -0.55 -0.63
C 5.3475 2.6172 -2.2366 3.16 -1.90 0.72 0.49
O 4.8098 2.1578 -3.3996 1.69 -0.83 0.86 -0.33
C 3.5320 2.6205 -3.5829 -2.13 1.12 -0.04 -0.38
C 3.3978 3.7745 -2.6283 -0.07 2.93 0.05 -0.60
C 4.3353 3.4779 -1.4856 1.19 -0.85 -0.50 -0.27
H 2.7179 1.9639 -3.2760 0.34 -0.98 -0.59 0.26
H 3.4964 2.9404 -4.6243 -0.65 -0.18 0.05 0.32
H 2.4286 4.1932 -2.3574 -0.40 -1.04 0.11 0.41
H 3.7854 4.6585 -3.1348 0.53 0.15 -0.14 0.25
H 3.9400 2.8526 -0.6851 -0.23 0.07 0.04 0.21
H 4.9126 4.3015 -1.0656 -0.43 0.12 0.05 0.26
C -4.4671 -3.7618 2.3412 0.08 0.86 -2.24 -0.14
C -3.8650 -3.4071 3.6628 -0.32 2.62 -0.51 -0.25
O -4.0964 -4.4840 4.4337 0.34 -3.19 1.65 -0.35
S -5.4272 -5.3772 4.0745 1.78 3.46 2.62 1.07
O -6.3426 -4.8233 5.1012 0.34 -1.28 -3.47 -0.54
O -5.0516 -6.7412 4.1956 -0.68 -0.02 -1.05 -0.48
O -5.3732 -4.8002 2.4537 -2.90 -3.34 3.70 -0.35
H -3.7978 -4.2335 1.6217 0.66 1.05 -0.15 0.20
H -5.1186 -2.9828 1.9452 0.94 0.57 -0.37 0.24
H -4.3661 -2.5404 4.0938 -0.47 0.18 0.00 0.27
H -2.8352 -3.0513 3.6308 0.29 -0.87 -0.19 0.33
C 4.8901 0.3165 4.1974 0.10 0.63 -1.12 -0.22
C 6.1708 0.4892 3.3289 -0.73 -1.35 -0.72 -0.31
O 7.1678 1.0050 4.2013 0.48 -0.55 1.08 -0.29
S 6.9180 0.2295 5.6131 -0.54 0.14 3.07 1.06
O 7.4101 1.0097 6.7646 -0.87 -1.58 -3.18 -0.54
O 7.2074 -1.2138 5.5860 -0.54 3.12 -0.73 -0.53
O 5.2741 0.4938 5.5323 2.29 -0.54 1.14 -0.30
H 4.3951 -0.6491 4.0936 -0.11 0.28 -0.37 0.29
H 4.3187 1.1987 3.9088 -0.83 -0.51 0.38 0.27
H 5.9190 1.1345 2.4873 0.65 0.40 0.33 0.31
H 6.5182 -0.4566 2.9130 0.03 -0.05 0.08 0.27
C -4.8568 1.8794 -2.9233 0.37 -0.01 2.04 -0.20
C -4.5195 1.4976 -4.3017 1.35 -1.05 -1.57 -0.26
O -4.1221 2.6590 -4.9821 0.92 2.42 -0.33 -0.35
S -3.4008 3.7264 -3.9478 -1.71 -0.73 -1.05 1.05
O -3.7770 5.0828 -4.3108 0.78 -2.26 0.83 -0.53
O -2.0157 3.3351 -3.8211 -1.74 0.62 0.45 -0.45
O -4.3967 3.1930 -2.7405 1.09 3.72 -0.81 -0.29
H -4.1707 1.5011 -2.1655 -0.96 -1.98 -0.05 0.28
H -5.9265 1.7857 -2.7357 0.17 0.32 0.49 0.22
H -5.3160 1.1102 -4.9369 0.06 -0.41 0.48 0.30
H -3.6314 0.8683 -4.2437 -0.28 -0.64 -0.43 0.25
C -3.0542 7.4305 0.6641 -0.58 0.52 1.93 -0.24
C -2.3464 6.1201 1.2153 -1.57 1.28 -0.38 -0.14
O -2.6798 6.0748 2.6601 0.49 1.27 0.38 -0.33
S -3.3380 7.5055 3.3123 -1.83 -0.77 -2.26 1.09
O -2.4134 8.5608 3.6459 -0.42 -1.58 -0.39 -0.50
O -4.4056 7.1817 4.2830 2.75 0.39 -2.85 -0.51
O -3.9735 7.8590 1.7516 0.72 -0.35 1.59 -0.39
H -3.7114 7.3732 -0.2036 0.11 -0.73 0.12 0.27
H -2.4054 8.2850 0.4717 0.46 -0.29 0.20 0.24
H -1.2979 6.0872 0.9192 0.21 0.34 1.01 0.26
H -2.7749 5.2521 0.7142 -0.36 -0.12 0.64 0.24
C -0.3419 -2.7869 -5.8370 1.13 1.91 0.70 -0.23
C 0.3346 -3.6921 -4.8009 -0.17 1.45 0.37 -0.30
O -0.2030 -4.8960 -5.1171 -2.91 -4.16 -0.44 -0.32
S -1.8409 -4.7570 -5.4140 -1.18 0.27 1.79 1.07
O -2.5424 -4.5421 -4.1279 1.65 -0.96 -2.90 -0.52
O -2.3856 -5.6955 -6.3950 1.81 1.77 2.03 -0.52
O -1.6392 -3.3084 -6.0540 -0.52 -0.84 -0.54 -0.28
H 0.1563 -2.6067 -6.7896 -0.04 -0.18 0.10 0.29
H -0.4993 -1.8830 -5.2486 0.09 0.57 -0.83 0.21
H -0.0222 -3.2603 -3.8658 -0.04 -0.63 0.57 0.27
H 1.3940 -3.9106 -4.6666 0.16 0.84 -0.79 0.31
C 0.8713 -5.5315 1.0795 0.42 -0.08 -1.27 -0.18
C 2.1768 -4.8004 0.7514 1.89 -1.11 -0.98 -0.47
O 2.7145 -4.4180 1.9659 0.68 1.93 4.51 -0.27
S 2.2870 -5.4988 3.1211 1.36 -1.15 0.91 1.09
O 2.2356 -4.9341 4.5032 0.27 -1.58 -4.60 -0.51
O 2.9879 -6.8045 2.8367 -1.84 3.88 1.02 -0.58
O 0.8348 -5.5623 2.4913 -1.05 -0.71 1.17 -0.27
H 0.9489 -6.5261 0.6404 -0.27 -0.18 0.32 0.23
H -0.0198 -5.0393 0.6897 0.08 0.13 0.41 0.30
H 2.2233 -4.0068 0.0057 -0.67 0.35 0.55 0.33
H 3.0579 -5.4148 0.5664 -0.89 -1.35 -1.99 0.35